Below is a molecular structure, C39H50N4O5S2Se2W, with properties calculated with wB97M-V/def2-TZVPD.

CARTESIAN COORDINATES (ANGSTROEM)
W: 0.3200 -0.1526 -0.4437
O: -1.2194 0.9975 -0.6351
C: -1.8997 1.9373 0.0159
C: -3.0168 2.4999 -0.6066
C: -3.7694 3.4560 0.0423
C: -3.4259 3.8850 1.3263
C: -2.3257 3.3391 1.9442
C: -1.5398 2.3608 1.3095
C: -0.3879 1.8502 2.0067
N: 0.4333 0.9902 1.5107
N: 1.5322 0.6790 2.3106
C: 2.2470 -0.2345 1.7377
O: 1.9230 -0.7529 0.5629
C: 3.4708 -0.7550 2.3704
C: 4.0963 -1.8786 1.8326
C: 5.2510 -2.3732 2.4185
C: 5.7845 -1.7468 3.5368
C: 5.1601 -0.6281 4.0754
C: 4.0038 -0.1320 3.4982
H: -3.3046 2.1239 -1.5817
H: -4.6446 3.8662 -0.4451
H: -4.0218 4.6324 1.8306
H: -2.0479 3.6593 2.9417
H: -0.1716 2.2350 3.0018
H: 3.6692 -2.3641 0.9639
H: 5.7349 -3.2481 2.0046
H: 6.6875 -2.1315 3.9919
H: 5.5764 -0.1448 4.9489
H: 3.5044 0.7340 3.9106
O: -0.8597 -1.4828 0.6742
S: -0.4386 -2.2875 1.9295
C: -1.8987 -3.2648 2.3148
C: -2.5822 -4.0488 1.1864
C: -3.9965 -3.5638 0.8073
C: -4.2012 -3.1692 -0.6499
S: -3.5752 -1.5249 -1.1184
O: 0.4093 -1.1538 -1.8226
C: -4.4519 -0.4640 0.0051
C: -5.6778 0.0860 -0.3531
C: -6.3337 0.9464 0.5173
C: -5.7691 1.2594 1.7461
C: -4.5441 0.7140 2.1065
C: -3.8861 -0.1429 1.2370
C: 0.6735 -3.5485 1.3704
C: 1.4631 -4.1483 2.3420
C: 2.3383 -5.1550 1.9633
C: 2.4319 -5.5232 0.6282
C: 1.6526 -4.8927 -0.3350
C: 0.7576 -3.8987 0.0303
H: -2.5808 -2.5701 2.8098
H: -1.5011 -3.9244 3.0913
H: -2.6609 -5.0737 1.5491
H: -1.9372 -4.1027 0.3072
H: -4.2968 -2.7375 1.4555
H: -4.7079 -4.3644 1.0167
H: -5.2559 -3.2301 -0.9146
H: -3.6611 -3.8468 -1.3149
H: -6.1130 -0.1607 -1.3134
H: -7.2905 1.3674 0.2376
H: -6.2858 1.9263 2.4238
H: -4.1007 0.9614 3.0629
H: -2.9189 -0.5573 1.4930
H: 1.4066 -3.8285 3.3763
H: 2.9553 -5.6387 2.7082
H: 3.1203 -6.3041 0.3338
H: 1.7376 -5.1814 -1.3740
H: 0.1574 -3.3887 -0.7117
C: -1.5351 -0.7376 -4.1739
Se: -0.5462 0.8862 -4.5203
C: -2.0377 2.0837 -4.9177
C: -1.6189 3.4729 -4.4597
Se: -0.5646 3.2391 -2.8192
C: 1.1703 3.7232 -3.5370
H: -2.1940 -0.5932 -3.3216
H: -0.8030 -1.5081 -3.9565
H: -2.0993 -0.9688 -5.0761
H: -2.8857 1.7246 -4.3359
H: -2.2850 2.0367 -5.9762
H: -2.4777 4.0940 -4.2131
H: -1.0022 3.9971 -5.1859
H: 1.1604 4.7835 -3.7796
H: 1.3952 3.1337 -4.4233
H: 1.9017 3.5240 -2.7575
C: 4.9358 0.9015 -0.4402
N: 3.6961 0.9489 -1.2190
C: 3.4755 -0.2053 -2.0886
C: 2.6841 1.7747 -0.9431
O: 1.4675 1.4280 -1.2051
N: 2.9040 3.0069 -0.4568
C: 4.1535 3.7408 -0.6452
C: 1.8232 3.7879 0.1347
H: 5.0950 -0.1302 -0.1270
H: 4.8503 1.5043 0.4585
H: 5.7916 1.2299 -1.0294
H: 2.7086 0.0161 -2.8252
H: 3.1725 -1.0807 -1.5130
H: 4.4125 -0.4200 -2.5992
H: 4.7497 3.2844 -1.4292
H: 4.7381 3.7971 0.2728
H: 3.9030 4.7571 -0.9509
H: 0.9276 3.1857 0.2236
H: 1.6096 4.6629 -0.4842
H: 2.1263 4.1323 1.1240

Values from the calculation:
Gap between HOMO and LUMO (spin up / spin down) in hartree: 0.27047 / 0.19531
Net charge: +2
Spin multiplicity: 3

=====

Below is a molecular structure, C32H42N3O3P2S5V at a distorted geometry, with properties calculated with wB97M-V/def2-TZVPD.

CARTESIAN COORDINATES (ANGSTROEM)
V: 0.0968 1.3952 0.0536
C: 1.8688 2.6127 -2.5853
C: 2.9048 1.9555 -1.7806
S: 2.3401 1.7070 0.0017
C: 2.8073 3.2215 0.9753
C: 2.4069 4.4725 0.2122
S: 1.7479 5.8256 1.2293
C: -0.0029 5.4691 1.1604
C: -0.4437 4.1066 1.6790
S: -1.3957 3.0311 0.4906
C: -1.7788 3.8190 -1.1419
C: -1.4559 2.9548 -2.3246
S: 0.1143 1.9452 -2.1143
H: 1.9314 2.2181 -3.6138
H: 1.9768 3.7408 -2.5939
H: 3.8848 2.4569 -1.8029
H: 3.0568 0.9621 -2.2730
H: 3.9443 3.2303 0.9875
H: 2.3720 3.1109 1.9750
H: 1.7749 4.2646 -0.6827
H: 3.2708 4.9736 -0.2572
H: -0.4806 5.7941 0.2716
H: -0.3493 6.2568 1.8998
H: -1.1333 4.1187 2.5127
H: 0.4511 3.4961 1.9734
H: -1.2301 4.7518 -1.2899
H: -2.8911 4.0751 -1.1735
H: -1.2624 3.6356 -3.1822
H: -2.1911 2.2255 -2.6206
O: 2.5353 -0.6870 2.1266
S: 1.4004 -0.4556 3.0729
O: 1.6315 -0.5982 4.5056
O: 0.6257 0.7419 2.7359
C: 0.3419 -1.8369 2.6194
C: 0.7237 -2.9761 3.3908
C: -0.0571 -4.1064 3.3549
C: -1.2701 -4.0876 2.6025
C: -1.6193 -2.9914 1.8166
C: -0.8193 -1.8407 1.7738
P: -1.4753 -0.3088 1.0472
C: -2.4435 0.2223 2.5381
C: -3.2256 1.3296 2.2956
C: -3.7141 2.1704 3.3014
C: -3.5412 1.7304 4.6360
C: -3.1321 0.3986 4.8223
C: -2.6116 -0.3977 3.8200
C: -2.8611 -0.8010 -0.0381
C: -2.5030 -0.7511 -1.4196
C: -3.5290 -0.6738 -2.3213
C: -4.8483 -0.9318 -1.9467
C: -5.0855 -1.3115 -0.6380
C: -4.0940 -1.1656 0.3493
H: 1.6227 -2.9976 4.0356
H: 0.0834 -4.9926 3.9142
H: -1.8384 -5.0260 2.5626
H: -2.6078 -3.0672 1.2690
H: -3.2070 1.7378 1.3105
H: -4.1849 3.0806 2.9264
H: -3.9467 2.2855 5.4580
H: -3.1106 -0.0040 5.7807
H: -2.3803 -1.4760 4.0067
H: -1.5260 -0.8977 -1.7813
H: -3.3002 -0.5125 -3.3606
H: -5.5677 -0.8612 -2.7729
H: -6.0804 -1.5497 -0.3349
H: -4.3868 -1.2506 1.4101
C: 3.7925 -2.4411 -3.6057
N: 2.4283 -2.8267 -3.9713
C: 2.1042 -4.2503 -3.5065
N: 2.3913 -4.3836 -2.0774
C: 3.7150 -3.9639 -1.8315
N: 4.0782 -2.6088 -2.1547
C: 3.2943 -1.7319 -1.3140
P: 1.4600 -1.9894 -1.4708
C: 1.4639 -1.8885 -3.3530
C: 1.3700 -3.7981 -1.2379
H: 4.0101 -1.3913 -3.9794
H: 4.5148 -3.1437 -4.0766
H: 2.6710 -5.0342 -4.0440
H: 1.0704 -4.4343 -3.8315
H: 4.3757 -4.6723 -2.4131
H: 3.9577 -4.2811 -0.7962
H: 3.5338 -0.7246 -1.6015
H: 3.6646 -1.9618 -0.2832
H: 1.5683 -0.9175 -3.8165
H: 0.4819 -2.2226 -3.7740
H: 0.3217 -4.1048 -1.5280
H: 1.3996 -4.1970 -0.1883

Values from the calculation:
Gap between HOMO and LUMO (spin up / spin down) in hartree: 0.26204 / 0.25194
Net charge: +1
Spin multiplicity: 4

=====

Below is a molecular structure, C6H11NO2 at a distorted geometry, with properties calculated with wB97M-V/def2-TZVPD.

CARTESIAN COORDINATES (ANGSTROEM)
C: -2.1532 -0.4309 0.5098
C: -1.0980 0.5741 -0.9152
O: -3.3239 0.2421 0.4637
O: -2.1990 -1.6902 0.1810
H: -1.1346 -2.0674 0.0634
H: -3.8922 -0.1953 -0.1875
H: -1.5771 -0.1369 1.3861
H: -1.8071 0.2512 -1.6768
H: -0.1748 0.7274 -1.4689
H: -1.3985 1.5449 -0.5260
C: 1.6007 1.0654 1.0291
C: 1.7999 -0.0284 0.0192
C: 2.9330 -0.2374 -0.6515
C: 0.7148 -0.9698 -0.1297
N: 0.2360 -2.0435 -0.0964
H: 0.7915 1.7279 0.7172
H: 1.3471 0.6535 2.0089
H: 2.5070 1.6592 1.1315
H: 3.0419 -1.0582 -1.3460
H: 3.7865 0.4125 -0.5120

Values from the calculation:
Gap between HOMO and LUMO in hartree: 0.31137
Spin multiplicity: 1

=====

Below is a molecular structure, C6H13P at a distorted geometry, with properties calculated with wB97M-V/def2-TZVPD.

CARTESIAN COORDINATES (ANGSTROEM)
C: 1.2241 -0.9991 0.2009
C: 1.6249 1.0630 -0.8308
C: 0.3565 0.8463 -1.6429
C: 1.7144 -1.2096 1.6418
C: -1.7817 -1.1784 -0.5546
C: -1.4087 0.9828 0.6714
P: -0.2608 -0.1630 -0.2685
H: 1.5789 1.8764 -0.0375
H: 2.4754 0.7991 -1.3456
H: -0.0963 1.7966 -1.6738
H: 0.3696 0.4522 -2.5900
H: 1.2843 -2.2571 1.8632
H: 1.3103 -0.2936 2.2249
H: 2.7551 -1.1493 1.4554
H: -1.7792 -1.7915 -1.5431
H: -1.7522 -1.9551 0.1040
H: -2.7754 -0.6029 -0.4630
H: -2.0877 1.4713 0.0429
H: -1.8127 0.4152 1.4699
H: -0.9389 1.8966 1.2756

Values from the calculation:
Gap between HOMO and LUMO (spin up / spin down) in hartree: 0.30099 / 0.30101
Spin multiplicity: 1

=====

Energy relative to the best compared isomer or geometry (same formula, charge and spin) values (in kJ/mol) by entry order: 0.0 359.5 454.1 535.1.